DFT (ωB97M-V with the def2-TZVPD basis set) results for a molecular structure, C18H27BrErN.

Each line ends with the natural charge from an NBO analysis.
Positions of all 48 atoms, in Å:
C (2.12562, 2.70292, 0.02103)  -0.6266
H (2.28359, 3.27467, 0.94633)  0.2539
H (2.73335, 3.21666, -0.75078)  0.2618
H (2.57993, 1.71344, 0.13763)  0.2035
C (0.61081, 2.64756, -0.34040)  -0.4171
H (0.38072, 1.81322, -1.07882)  0.1601
H (-0.03591, 2.53505, 0.57180)  0.1855
C (0.26908, 3.94332, -1.11136)  -0.6038
H (-0.81786, 4.07927, -1.23452)  0.2315
H (0.70944, 4.83507, -0.64332)  0.2500
H (0.73229, 3.89863, -2.11056)  0.2355
C (-0.69054, -1.99132, -0.82642)  -0.1805
C (-1.09397, -0.95995, -1.75630)  -0.1841
C (0.10616, -0.35032, -2.27356)  -0.1466
C (1.23323, -0.95954, -1.62223)  -0.0687
C (0.74674, -1.96566, -0.73113)  -0.2076
C (1.60694, -2.81351, 0.15204)  -0.6423
C (2.67463, -0.61946, -1.81624)  -0.6683
C (0.23408, 0.64378, -3.37334)  -0.6473
C (-2.49741, -0.66843, -2.15041)  -0.6455
C (-1.56179, -2.99447, -0.15585)  -0.6395
Er (-0.08971, 0.05130, 0.14552)  2.0912
H (3.27190, -0.88396, -0.92811)  0.2298
H (3.07750, -1.19527, -2.66632)  0.2717
H (2.83146, 0.45017, -2.03443)  0.2301
H (2.57913, -2.32785, 0.33910)  0.2352
H (1.13476, -3.04426, 1.12279)  0.2161
H (1.80496, -3.76973, -0.35970)  0.2776
H (-2.59112, -2.63302, -0.03937)  0.2367
H (-1.58842, -3.91831, -0.75692)  0.2693
H (-1.17954, -3.25959, 0.83991)  0.2190
H (-2.56972, 0.28535, -2.67985)  0.2379
H (-2.89845, -1.44677, -2.81429)  0.2724
H (-3.16203, -0.61675, -1.27827)  0.2247
H (0.97934, 1.41382, -3.13132)  0.2182
H (0.57503, 0.16269, -4.30284)  0.2685
H (-0.71557, 1.14266, -3.58610)  0.2379
Br (-0.70235, -2.78610, 5.52077)  0.1876
C (-1.01763, -1.27648, 4.41036)  -0.0945
C (-1.63136, -0.13559, 4.93148)  -0.1276
C (-1.84798, 0.96802, 4.10362)  -0.1953
C (-1.43332, 0.91975, 2.77437)  0.0331
N (-0.72857, -0.15830, 2.32736)  -0.6587
C (-0.54152, -1.28156, 3.09466)  0.0310
H (-1.92081, -0.12456, 5.97820)  0.2746
H (-2.32413, 1.86752, 4.48122)  0.2668
H (-1.62875, 1.72339, 2.04416)  0.2107
H (-0.01221, -2.10751, 2.61039)  0.2321

Its HOMO-LUMO gap (spin up / spin down) is 7.880 / 8.039 eV. As for the HOMO energy (spin up / spin down): -0.5594 / -0.5600 hartree. As for the charge: +2. Its multiplicity is 4. As for the total energy: -118242.728 eV.

DFT (ωB97M-V with the def2-TZVPD basis set) results for a molecular structure, C18H27Cl2N3O3P2Yb.

Each line ends with the natural charge from an NBO analysis.
Positions of all 56 atoms, in Å:
Yb (-1.06259, 1.68748, -1.27228)  1.7176
C (3.93875, -1.78683, -0.96808)  -0.0756
N (2.80722, -2.23686, -0.15743)  -0.4495
C (2.96426, -1.71887, 1.19988)  -0.0774
N (3.11122, -0.26313, 1.25946)  -0.4509
C (4.23750, 0.12990, 0.41097)  -0.0757
N (4.11590, -0.33501, -0.97064)  -0.4470
C (3.03826, 0.34520, -1.67722)  -0.4935
P (1.39636, -0.00596, -0.89385)  0.6117
C (1.53231, -1.84800, -0.74536)  -0.5004
C (1.88085, 0.40594, 0.85557)  -0.5074
H (3.81052, -2.13653, -1.99367)  0.2036
H (4.84589, -2.23424, -0.55945)  0.2132
H (3.86197, -2.16486, 1.63035)  0.2127
H (2.10187, -2.01763, 1.79856)  0.2032
H (5.14631, -0.30044, 0.83348)  0.2136
H (4.33340, 1.21690, 0.41799)  0.2035
H (3.02145, 0.02397, -2.72122)  0.2356
H (3.21135, 1.42263, -1.66602)  0.2347
H (1.43793, -2.29799, -1.73654)  0.2338
H (0.70593, -2.22147, -0.13684)  0.2475
H (1.07380, 0.08872, 1.51975)  0.2238
H (1.99838, 1.48874, 0.95730)  0.2335
C (-4.79241, 1.77557, -1.68775)  -0.7478
C (-3.33213, 1.60919, -1.51445)  0.1758
O (-2.78308, 0.56953, -1.99071)  -0.7321
H (-5.31978, 0.82289, -1.75511)  0.2330
H (-4.90687, 2.28941, -2.65033)  0.2747
H (-5.22364, 2.43116, -0.93472)  0.2436
C (-1.27070, 1.30323, 2.96187)  -0.9409
P (-1.83861, 0.62080, 1.37841)  0.8096
C (-3.65232, 0.67309, 1.54745)  -0.9276
C (-1.47832, -1.15770, 1.41863)  -0.2785
C (-0.73826, -1.75222, 2.43824)  -0.2413
C (-0.46222, -3.11315, 2.40330)  -0.2054
C (-0.92429, -3.89052, 1.35230)  -0.1930
C (-1.66239, -3.30503, 0.33066)  -0.1906
C (-1.93209, -1.94576, 0.35789)  -0.2511
H (-0.18592, 1.28129, 3.05518)  0.2507
H (-1.71639, 0.76453, 3.79907)  0.2484
H (-1.58890, 2.34525, 3.00788)  0.2640
H (-3.96044, 0.16797, 2.46377)  0.2495
H (-4.11765, 0.16894, 0.70180)  0.2480
H (-3.99540, 1.70779, 1.57012)  0.2545
H (-0.37623, -1.16105, 3.27086)  0.2220
H (0.10897, -3.56694, 3.20262)  0.2329
H (-0.71338, -4.95111, 1.32999)  0.2343
H (-2.02934, -3.90631, -0.49036)  0.2315
H (-2.50317, -1.50773, -0.45427)  0.2294
Cl (1.62942, 3.16898, -3.33221)  0.0463
C (-0.01348, 3.77113, -3.46394)  -0.3011
Cl (-1.06212, 2.41553, -4.12728)  0.0411
C (-0.70992, 4.16924, -2.12857)  0.6937
O (-1.78160, 4.71211, -2.21021)  -0.5375
O (-0.15534, 3.65563, -1.06297)  -0.8156
H (-0.02083, 4.59261, -4.17186)  0.2687

Its HOMO-LUMO gap (spin up / spin down) is 8.384 / 7.800 eV. As for the HOMO energy (spin up / spin down): -0.4160 / -0.4160 hartree. Its energy above the lowest of the compared OMol25 structures with the same formula, charge and spin is 45.5 kJ/mol. As for the charge: +1. Its multiplicity is 2. As for the total energy: -104864.313 eV.

DFT (ωB97M-V with the def2-TZVPD basis set) results for a molecular structure, C18H27ClGaNO4P2.

Each line ends with the Löwdin charge.
Positions of all 54 atoms, in Å:
Ga (0.22182, 0.10927, -0.37767)  0.4042
P (0.91722, -2.21422, -0.23251)  0.8986
C (-0.51441, -2.86281, -1.01743)  -0.1558
C (-1.71430, -2.11708, -1.02144)  -0.2928
N (-1.65506, -0.76130, -0.74181)  0.0501
C (-2.74433, 0.01566, -0.89637)  -0.2586
C (-4.00104, -0.53591, -1.13495)  0.0366
C (-4.11326, -1.90517, -1.32015)  0.0131
C (-2.97923, -2.69008, -1.29588)  0.0409
C (-2.58584, 1.53168, -0.82048)  -0.2267
P (-0.89046, 2.06833, -1.27175)  0.9127
H (-3.00953, -3.75798, -1.46500)  0.1360
H (-4.84975, 0.14646, -1.21442)  0.1447
H (-5.09587, -2.34408, -1.48872)  0.1418
H (-3.27859, 2.04023, -1.51488)  0.1181
H (-2.80545, 1.88825, 0.20278)  0.1286
H (-0.25671, -2.97614, -3.45706)  0.0380
H (-0.55341, -3.92057, -1.27396)  0.1151
H (0.83823, -1.12118, -4.39601)  0.0037
O (0.13124, -2.63865, -4.29240)  -0.0391
H (-0.02016, -3.32513, -4.95458)  0.0877
H (0.94724, 0.15296, -1.74789)  0.0648
O (1.41924, -0.38824, -4.06173)  -0.0867
H (0.95852, 0.44569, -4.24795)  0.0200
C (-0.99545, 2.28829, -3.08312)  -0.2038
H (-1.79872, 3.00223, -3.32904)  0.0775
H (-0.03750, 2.66526, -3.47501)  0.0728
H (-1.19070, 1.32947, -3.58667)  0.0593
C (-0.68476, 3.71466, -0.54158)  -0.1946
H (0.28953, 4.13323, -0.82591)  0.0770
H (-1.49333, 4.38493, -0.87051)  0.0793
H (-0.68065, 3.64778, 0.55351)  0.0684
C (1.01571, -2.70597, 1.53029)  -0.1787
H (1.12702, -3.79797, 1.62765)  0.0774
H (1.86886, -2.19335, 2.00027)  0.0755
H (0.10231, -2.39318, 2.05689)  0.0656
C (2.43383, -2.71705, -1.09332)  -0.1848
H (3.30536, -2.33136, -0.54384)  0.0790
H (2.49365, -3.81328, -1.14848)  0.0775
H (2.43940, -2.29319, -2.10588)  0.0552
Cl (3.11402, 1.95894, 7.45571)  0.7388
C (2.55630, 1.79103, 5.84276)  -0.6587
C (3.06367, 2.61992, 4.83234)  -0.0677
C (2.60925, 2.48177, 3.52038)  0.0001
C (1.64644, 1.52596, 3.19931)  -0.1527
C (1.14325, 0.69565, 4.20796)  -0.0141
C (1.60176, 0.81360, 5.52828)  -0.0739
C (1.22238, 1.35527, 1.77807)  -0.5427
O (1.72263, 2.00145, 0.84045)  0.0158
O (0.30218, 0.42515, 1.58193)  -0.1032
H (3.81167, 3.35782, 5.08963)  0.1139
H (3.01223, 3.10698, 2.72589)  0.1268
H (0.40106, -0.05902, 3.96295)  0.1102
H (1.23248, 0.16496, 6.31135)  0.1099

Its HOMO-LUMO gap (spin up / spin down) is 4.407 / 3.851 eV. As for the HOMO energy (spin up / spin down): -0.4929 / -0.4928 hartree. As for the charge: +2. As for the total energy: -112245.344 eV.

DFT (ωB97M-V with the def2-TZVPD basis set) results for 5 unconnected molecules or ions with the total composition C18H27ClN2O14P.

Each line ends with the natural charge from an NBO analysis.
Positions of all 63 atoms, in Å:
C (-1.12541, -3.21541, 2.03955)  -0.5998
C (-0.61838, -2.17534, 1.02380)  -0.4401
C (-1.49943, -2.22184, -0.19926)  -0.0780
O (-1.12978, -1.29403, -1.26474)  -0.5090
C (-0.74561, -0.07063, -0.89965)  0.4337
C (0.50452, 0.42899, -0.82048)  -0.1159
N (0.38006, 1.72901, -0.38367)  -0.4756
C (-0.89294, 2.01156, -0.20191)  0.3082
N (-1.63346, 0.94900, -0.51972)  -0.6498
P (-3.43367, 1.07340, -0.42336)  1.3400
O (-3.80578, -0.02724, -1.50993)  -0.9786
Cl (-3.66610, 0.12151, 1.36344)  -0.2848
H (-2.21386, -3.17124, 2.09970)  0.2070
H (-0.82615, -4.22159, 1.76513)  0.2317
H (-0.74699, -2.96294, 3.02762)  0.2172
H (-0.66385, -1.20347, 1.52037)  0.1997
H (0.41359, -2.41021, 0.76114)  0.2110
H (-2.54328, -2.10059, 0.09363)  0.1687
H (-1.42335, -3.20827, -0.64710)  0.2296
H (1.42147, -0.08668, -1.03334)  0.2631
H (1.15368, 2.35543, -0.20982)  0.4674
H (-1.27288, 2.94955, 0.16710)  0.2866
H (-3.46457, -0.92389, -1.38096)  0.5231
C (-4.34775, -4.60154, -2.85360)  -0.1023
C (-4.36998, -6.11967, -2.87106)  -0.1009
O (-3.24630, -6.44367, -2.04012)  -0.4744
C (-3.00421, -5.41012, -1.21984)  0.9737
O (-2.24508, -5.41707, -0.30475)  -0.5868
O (-3.74025, -4.32744, -1.58031)  -0.5103
H (-5.33396, -4.14920, -2.90155)  0.2105
H (-3.71619, -4.18438, -3.63921)  0.1869
H (-5.27087, -6.53080, -2.41537)  0.1957
H (-4.23660, -6.54807, -3.85955)  0.2139
C (2.85799, 0.95936, 2.14530)  -0.1024
C (4.22364, 1.25994, 1.54260)  -0.1062
O (4.77976, 2.14455, 2.52937)  -0.4809
C (4.15407, 1.92325, 3.70648)  0.9644
O (4.42239, 2.44259, 4.73906)  -0.5693
O (3.10028, 1.08818, 3.53486)  -0.4980
H (2.49602, -0.04210, 1.92169)  0.2033
H (2.09144, 1.68926, 1.87062)  0.1753
H (4.84616, 0.36849, 1.45996)  0.1941
H (4.18104, 1.75923, 0.57794)  0.2206
C (0.56626, 3.64903, 4.91202)  -0.1038
C (1.44946, 4.36268, 3.90822)  -0.1059
O (1.03293, 3.75288, 2.67051)  -0.5001
C (-0.21070, 3.26623, 2.82577)  1.0104
O (-0.86568, 2.82707, 1.92399)  -0.6657
O (-0.59038, 3.32190, 4.10840)  -0.4677
H (0.28311, 4.26111, 5.76191)  0.2219
H (1.00633, 2.71657, 5.26566)  0.2091
H (1.26202, 5.43531, 3.86296)  0.1994
H (2.51196, 4.18812, 4.05274)  0.2311
C (1.95160, 1.27995, -4.93728)  -0.1015
C (2.59376, 2.64241, -5.12845)  -0.1027
O (2.62961, 3.14328, -3.77963)  -0.4708
C (2.60824, 2.10288, -2.94176)  0.9879
O (2.80600, 2.17617, -1.76272)  -0.6456
O (2.34002, 0.95620, -3.58891)  -0.4867
H (2.31520, 0.52059, -5.62209)  0.2189
H (0.86281, 1.31976, -4.98259)  0.1910
H (3.61643, 2.57766, -5.49875)  0.2005
H (2.02161, 3.31428, -5.76005)  0.2178

Its HOMO-LUMO gap is 10.441 eV. As for the HOMO energy: -0.4587 hartree. As for the charge: +1. As for the total energy: -72556.437 eV.

DFT (ωB97M-V with the def2-TZVPD basis set) results for a molecular structure, C18H27F2NO19S2V.

Each line ends with the natural charge from an NBO analysis.
Positions of all 70 atoms, in Å:
O (13.50578, 11.67625, 9.70219)  -0.4304
V (12.61272, 12.79181, 9.08557)  1.4396
N (12.65341, 12.19024, 7.02417)  -1.1954
S (13.95918, 11.62669, 6.22671)  2.5435
O (15.11140, 11.87424, 6.92685)  -0.9484
O (14.07917, 11.67530, 4.83056)  -0.8793
F (13.78417, 9.99925, 6.51199)  -0.5251
S (11.35477, 12.35099, 6.05268)  2.5146
O (10.35832, 12.74270, 7.02547)  -0.8798
O (11.20169, 11.35165, 5.06396)  -0.9065
F (11.70169, 13.59052, 5.07836)  -0.4799
C (10.14049, 15.89310, 9.76977)  -0.7171
C (11.19529, 14.80368, 9.48034)  0.8056
O (11.59785, 14.51826, 8.32068)  -0.6843
O (11.81719, 14.17403, 10.40883)  -0.6932
H (9.56819, 16.25506, 8.86840)  0.2430
H (10.68515, 16.73916, 10.21108)  0.2427
H (9.50896, 15.32805, 10.50523)  0.2388
C (10.60550, 9.05726, 13.05204)  -0.6397
C (10.16419, 9.29081, 11.61260)  0.0585
C (8.78277, 9.66801, 11.16512)  -0.0946
O (8.94815, 10.89749, 10.33399)  -0.4583
C (10.18660, 11.22858, 10.24446)  1.0532
O (10.69363, 12.02856, 9.52227)  -0.6114
O (10.93044, 10.43255, 11.06643)  -0.5030
H (11.69914, 9.23645, 12.92034)  0.2433
H (10.39802, 7.97034, 13.34863)  0.2387
H (10.19059, 9.71798, 13.87457)  0.2217
H (10.49272, 8.48114, 10.97969)  0.2139
H (8.06871, 9.88333, 11.96659)  0.2004
H (8.34693, 8.94694, 10.46207)  0.2501
C (9.43911, 5.09861, 6.92123)  -0.6296
C (9.57957, 4.88627, 8.43937)  0.0747
C (10.85700, 5.59067, 9.02293)  -0.0956
O (10.31232, 5.78477, 10.40622)  -0.5299
C (8.96386, 5.98395, 10.35289)  1.0023
O (8.23601, 6.47075, 11.13008)  -0.5836
O (8.53229, 5.42827, 9.16660)  -0.5098
H (8.40103, 4.90061, 6.58744)  0.2221
H (10.04026, 4.38398, 6.34664)  0.2181
H (9.70174, 6.10880, 6.79388)  0.2235
H (9.50464, 3.82375, 8.58581)  0.1733
H (11.00622, 6.59228, 8.55985)  0.2231
H (11.78238, 5.01337, 9.01492)  0.2100
C (18.60823, 12.99810, 8.83140)  -0.6282
C (17.61944, 14.14782, 8.66641)  0.0652
C (17.35159, 14.46777, 7.20130)  -0.0902
O (15.94066, 14.74370, 7.20679)  -0.4560
C (15.39658, 14.28482, 8.32999)  1.0516
O (14.21720, 14.27352, 8.56737)  -0.6062
O (16.33284, 13.69652, 9.14976)  -0.4692
H (18.43685, 12.08739, 8.16718)  0.2278
H (18.63461, 12.62160, 9.83017)  0.2339
H (19.58522, 13.41822, 8.57419)  0.2127
H (18.00897, 15.02823, 9.19315)  0.1858
H (17.55859, 13.57309, 6.68508)  0.2045
H (17.96199, 15.32126, 6.90320)  0.2062
C (7.39923, 11.57433, 6.10178)  -0.6402
C (7.47235, 10.03807, 6.11946)  0.0769
C (8.58523, 9.35751, 5.26119)  -0.0959
O (9.12030, 8.39294, 6.19394)  -0.4931
C (8.88280, 8.77189, 7.45151)  1.0006
O (9.43224, 8.35134, 8.47792)  -0.6744
O (7.90412, 9.63383, 7.48141)  -0.4859
H (6.87248, 11.99438, 6.99496)  0.2416
H (6.91753, 11.93076, 5.12546)  0.2191
H (8.40575, 11.94211, 6.01336)  0.2377
H (6.46566, 9.56988, 6.01244)  0.1934
H (9.33396, 10.05659, 5.07227)  0.2174
H (8.30190, 8.78735, 4.43772)  0.2053

Its HOMO-LUMO gap (spin up / spin down) is 10.392 / 10.450 eV. As for the HOMO energy (spin up / spin down): -0.3660 / -0.3674 hartree. As for the charge: 0. Its multiplicity is 2. As for the total energy: -112291.541 eV.